1.
{
  "formula": "C87H111N11O43S7",
  "method": "ωB97M-V with the def2-TZVPD basis set",
  "symbols": ["O", "S", "O", "O", "C", "C", "C", "H", "H", "H", "H", "H", "H", "H", "H", "O", "S", "O", "O", "C", "C", "C", "H", "H", "H", "H", "H", "H", "H", "H", "O", "S", "O", "O", "C", "C", "C", "H", "H", "H", "H", "H", "H", "H", "H", "O", "S", "O", "O", "C", "C", "C", "H", "H", "H", "H", "H", "H", "H", "H", "O", "S", "O", "O", "C", "C", "C", "H", "H", "H", "H", "H", "H", "H", "H", "O", "S", "O", "O", "C", "C", "C", "H", "H", "H", "H", "H", "H", "H", "H", "O", "S", "O", "O", "C", "C", "C", "H", "H", "H", "H", "H", "H", "H", "H", "C", "C", "C", "C", "C", "C", "N", "O", "O", "H", "H", "H", "H", "H", "C", "C", "C", "C", "C", "C", "N", "O", "O", "H", "H", "H", "H", "H", "C", "C", "C", "C", "C", "C", "N", "O", "O", "H", "H", "H", "H", "H", "C", "C", "C", "C", "C", "C", "N", "O", "O", "H", "H", "H", "H", "H", "C", "C", "C", "C", "C", "C", "N", "O", "O", "H", "H", "H", "H", "H", "C", "C", "C", "C", "C", "C", "N", "O", "O", "H", "H", "H", "H", "H", "C", "C", "C", "C", "C", "C", "N", "O", "O", "H", "H", "H", "H", "H", "C", "C", "C", "C", "C", "C", "N", "O", "O", "H", "H", "H", "H", "H", "C", "C", "C", "C", "C", "C", "N", "O", "O", "H", "H", "H", "H", "H", "C", "C", "C", "C", "C", "C", "N", "O", "O", "H", "H", "H", "H", "H", "C", "C", "C", "C", "C", "C", "N", "O", "O", "H", "H", "H", "H", "H"],
  "xyz": [[7.2820, -2.0925, 6.3695], [7.4990, -1.4142, 5.1262], [8.1015, -1.9975, 3.9412], [5.9827, -1.1230, 4.5710], [4.8596, -0.8321, 5.4849], [3.8710, -1.9287, 5.1585], [8.2099, 0.2873, 5.3607], [4.4134, 0.1090, 5.2833], [5.1280, -0.9100, 6.5036], [2.9175, -1.7207, 5.6547], [4.2499, -2.8587, 5.5841], [3.6682, -2.1075, 4.1011], [9.2334, 0.0975, 5.7214], [7.5978, 0.7565, 6.1285], [8.2623, 0.7661, 4.3720], [-4.8036, 2.4187, -2.5912], [-4.0797, 1.3474, -3.2274], [-2.7199, 1.0211, -3.0258], [-4.8670, -0.0372, -2.9163], [-6.3002, 0.0447, -2.5958], [-6.5634, -1.3456, -2.0762], [-4.3062, 1.4693, -5.0256], [-6.9241, 0.3360, -3.4391], [-6.4536, 0.7859, -1.7857], [-5.7668, -1.7592, -1.4716], [-6.6999, -2.1028, -2.8600], [-7.4262, -1.4079, -1.4341], [-3.7488, 2.3216, -5.4278], [-5.3548, 1.7421, -5.1847], [-4.0145, 0.5188, -5.4835], [3.4141, -7.6543, 3.5239], [2.5538, -6.6317, 3.0303], [2.5620, -6.1875, 1.6812], [0.9946, -7.0190, 3.3239], [0.8747, -7.8609, 4.6041], [-0.5536, -8.4294, 4.6363], [2.8102, -5.2188, 4.1260], [1.1008, -7.1618, 5.4259], [1.5552, -8.7319, 4.6403], [-0.5966, -9.1722, 5.4403], [-0.8045, -8.9879, 3.6901], [-1.3047, -7.6912, 4.7920], [2.7227, -5.5260, 5.1553], [1.9625, -4.5175, 3.9940], [3.7899, -4.7657, 3.8670], [-0.7232, 1.3216, 5.7275], [-1.3528, 2.3789, 5.0418], [-2.1530, 3.3763, 5.6175], [-0.0463, 3.1369, 4.3902], [-0.3164, 4.3892, 3.6790], [0.9183, 5.1417, 3.6866], [-2.2919, 1.6925, 3.6608], [-1.0206, 4.9661, 4.2618], [-0.8406, 4.2625, 2.7206], [0.8968, 6.1596, 3.3973], [1.7849, 4.7234, 3.2249], [1.1631, 5.0829, 4.7626], [-2.7561, 2.5652, 3.1683], [-3.0493, 1.0437, 4.1395], [-1.6785, 1.2002, 2.9501], [-3.2645, 4.3740, 2.0041], [-3.9637, 4.0284, 0.8226], [-5.1523, 3.2081, 0.9305], [-4.3452, 5.3501, 0.0394], [-5.3989, 5.2655, -0.9367], [-6.0487, 6.5820, -0.9415], [-2.7694, 3.2024, -0.2414], [-6.0875, 4.4946, -0.5924], [-4.9888, 4.9846, -1.8979], [-5.3554, 7.4199, -0.7986], [-6.6761, 6.5601, -0.0436], [-6.7080, 6.7135, -1.7972], [-1.8710, 3.8261, -0.3156], [-3.2554, 3.2563, -1.2079], [-2.5765, 2.2076, 0.1530], [-0.7891, -1.0959, -4.6281], [-1.8960, -1.9011, -4.2184], [-3.1997, -1.5891, -4.7854], [-1.5996, -3.4771, -4.6366], [-1.6209, -3.9304, -5.9874], [-0.2063, -3.9621, -6.5968], [-2.0089, -2.1182, -2.5520], [-2.4010, -3.4325, -6.5745], [-1.9234, -4.9843, -5.8954], [0.5021, -4.3927, -5.8631], [0.1404, -2.9671, -6.9403], [-0.2916, -4.6683, -7.4478], [-1.1841, -2.6724, -2.1545], [-2.9261, -2.7463, -2.5106], [-2.2572, -1.2284, -1.9916], [-0.7563, 4.7519, -2.6067], [-0.9763, 4.1594, -3.8940], [-2.2879, 4.1789, -4.3992], [-0.1229, 5.0182, -4.9794], [-0.5511, 6.3924, -5.0456], [0.3566, 7.0984, -5.9990], [-0.2577, 2.5952, -4.0111], [-0.5960, 6.9371, -4.1233], [-1.5696, 6.4127, -5.4571], [0.1609, 8.1663, -6.1896], [0.3321, 6.5747, -6.9626], [1.3943, 7.0655, -5.6286], [0.8058, 2.5385, -3.8892], [-0.6324, 2.1314, -4.9240], [-0.5939, 2.0209, -3.1720], [6.3782, -1.4773, -2.7812], [5.5545, -1.0900, -3.7804], [4.6032, -0.0496, -3.6581], [4.4794, 0.5499, -2.4415], [5.3259, 0.1328, -1.3808], [6.2835, -0.8415, -1.5701], [3.4523, 1.4934, -2.1142], [3.3090, 1.9066, -0.9611], [2.6893, 1.7798, -3.0600], [7.0959, -2.2691, -2.8083], [5.7043, -1.5509, -4.7376], [3.9658, 0.2016, -4.4893], [5.2648, 0.6149, -0.3761], [6.9062, -1.0941, -0.7166], [-1.5310, 8.9340, -2.3248], [-2.2347, 7.8832, -1.7587], [-1.5749, 6.9273, -1.0150], [-0.2344, 7.1019, -0.8057], [0.4860, 8.1923, -1.2861], [-0.2001, 9.1283, -2.0656], [0.4868, 6.1614, 0.1287], [-0.0056, 5.0929, 0.3244], [1.5143, 6.5257, 0.5754], [-2.0419, 9.6181, -2.9822], [-3.2014, 7.6809, -2.1339], [-2.2216, 6.2090, -0.5248], [1.5268, 8.2431, -1.0873], [0.3076, 9.9785, -2.5013], [1.6127, 0.7165, -7.3048], [2.1516, -0.0110, -8.3935], [2.7953, -1.2532, -8.2032], [2.8196, -1.7620, -6.9125], [2.1364, -1.1557, -5.8695], [1.6687, 0.1297, -6.0213], [3.4522, -3.0544, -6.5826], [3.2246, -3.5522, -5.4946], [4.2085, -3.5871, -7.3756], [1.1487, 1.6584, -7.5033], [2.1672, 0.4527, -9.3844], [3.3050, -1.7903, -9.0038], [2.1893, -1.6506, -4.9227], [1.3117, 0.6498, -5.1339], [7.8530, 1.0471, 1.0981], [6.8947, 0.3409, 1.7602], [5.6918, 0.9895, 2.1406], [5.5578, 2.3398, 1.7882], [6.5128, 3.0309, 1.0353], [7.7002, 2.3572, 0.7596], [4.2594, 2.9842, 2.0964], [3.9774, 3.9175, 1.3783], [3.5803, 2.5486, 3.0039], [8.7370, 0.5214, 0.7767], [7.1499, -0.6409, 2.1445], [4.9840, 0.4141, 2.7416], [6.2789, 4.0279, 0.6997], [8.5099, 2.8226, 0.2361], [-9.3162, -3.3067, 2.4307], [-9.3998, -4.5830, 1.8843], [-8.3438, -5.1099, 1.1192], [-7.2936, -4.2928, 0.8234], [-7.2085, -2.9524, 1.2922], [-8.2560, -2.4581, 2.0116], [-6.1691, -4.7972, -0.0195], [-6.1609, -5.9237, -0.4120], [-5.2695, -3.9893, -0.3227], [-10.0385, -2.8941, 3.1047], [-10.2735, -5.1993, 2.1287], [-8.4273, -6.1756, 0.8686], [-6.3619, -2.3530, 1.0404], [-8.2719, -1.4535, 2.4599], [-5.0836, -0.9783, 4.6357], [-4.3641, -2.0036, 4.0800], [-3.9750, -1.9245, 2.7469], [-4.4051, -0.8627, 1.9757], [-5.1354, 0.1895, 2.5351], [-5.5657, 0.0915, 3.8347], [-4.0192, -0.7347, 0.5486], [-4.2140, 0.3212, -0.0291], [-3.4907, -1.6639, 0.0073], [-5.3946, -1.0085, 5.6818], [-4.1073, -2.8844, 4.6263], [-3.5393, -2.7820, 2.1833], [-5.5352, 1.0404, 1.9500], [-6.2180, 0.8278, 4.2168], [-0.8334, -1.9191, 6.1785], [-1.0543, -3.1282, 5.4293], [-0.9932, -4.3864, 5.9961], [-0.9615, -4.4294, 7.4223], [-0.8911, -3.2687, 8.1933], [-0.7642, -2.0053, 7.5476], [-0.9363, -5.6765, 8.0658], [-1.6165, -5.8564, 9.0661], [-0.3311, -6.5908, 7.4686], [-0.6926, -0.9783, 5.6743], [-0.9571, -3.0894, 4.3661], [-1.0717, -5.2747, 5.4045], [-0.8278, -3.4157, 9.2884], [-0.5534, -1.1565, 8.1673], [-0.5578, -6.2206, -1.3860], [-1.9218, -6.0544, -1.4977], [-2.6944, -5.8218, -0.3860], [-2.1145, -5.7375, 0.8662], [-0.7177, -5.9032, 1.0171], [0.0314, -6.1680, -0.1237], [-2.8828, -5.4207, 2.1068], [-4.0225, -5.0553, 2.0490], [-2.3046, -5.5112, 3.1589], [0.0570, -6.3205, -2.2767], [-2.3647, -6.0615, -2.5026], [-3.7521, -5.6631, -0.5405], [-0.2477, -5.7942, 1.9801], [1.0693, -6.3811, 0.0318], [2.6220, 5.7569, -2.8730], [3.1147, 4.9799, -1.8475], [4.4642, 4.7395, -1.6634], [5.3801, 5.3852, -2.5020], [4.9316, 6.1308, -3.5699], [3.5413, 6.2630, -3.8146], [6.8052, 5.2218, -2.2785], [7.1406, 4.2008, -1.7727], [7.5807, 6.1336, -2.5240], [1.5742, 5.8901, -2.8717], [2.3860, 4.4809, -1.2241], [4.7246, 4.1524, -0.7922], [5.6586, 6.5122, -4.2927], [3.2136, 6.7282, -4.7469], [2.0114, -3.5380, -2.5152], [2.7328, -4.3507, -1.6588], [3.2557, -3.8656, -0.4817], [2.8494, -2.5841, -0.0537], [2.1299, -1.7829, -0.8699], [1.7427, -2.2565, -2.1319], [3.3973, -2.0421, 1.2014], [2.8016, -1.1635, 1.7707], [4.3537, -2.5788, 1.6932], [1.7082, -3.9054, -3.4915], [2.9774, -5.3858, -1.9524], [3.8856, -4.4259, 0.1704], [2.0411, -0.7296, -0.6254], [1.3514, -1.5209, -2.7977], [0.2459, 2.0511, -0.0554], [-0.4469, 0.9682, -0.4990], [-0.6184, -0.1507, 0.2756], [0.0113, -0.1447, 1.5414], [0.6320, 0.9929, 2.0333], [0.7692, 2.0848, 1.2149], [-0.1029, -1.3475, 2.4100], [-0.7085, -2.3156, 1.9632], [0.3883, -1.3017, 3.5449], [0.4367, 2.9331, -0.6735], [-0.8552, 0.8771, -1.4938], [-1.2115, -0.9997, -0.0504], [1.0687, 1.0429, 3.0190], [1.3479, 2.9205, 1.6093]],
  "homo_energy_ev": -9.38,
  "homo_lumo_gap_ha": 0.3025,
  "lumo_energy_ev": -1.14,
  "energy_ev": -272266.1673
}

2.
{
  "formula": "C24H21ClN3SbSe4Ti",
  "method": "ωB97M-V with the def2-TZVPD basis set",
  "symbols": ["Ti", "C", "C", "C", "C", "C", "C", "N", "C", "C", "C", "C", "C", "N", "C", "C", "C", "C", "C", "C", "N", "H", "H", "H", "H", "H", "H", "H", "H", "H", "H", "H", "H", "H", "H", "H", "Se", "Sb", "Se", "Se", "Se", "Cl", "C", "C", "C", "C", "C", "C", "C", "H", "H", "H", "H", "H", "H"],
  "xyz": [[0.4470, 0.4269, -0.3226], [-2.1148, 3.5483, 0.9438], [-1.7674, 3.5846, -0.5150], [-1.9064, 4.7649, -1.2535], [-1.6413, 4.7485, -2.6054], [-1.2697, 3.5537, -3.2112], [-1.1427, 2.4354, -2.4160], [-1.3668, 2.4582, -1.0940], [-0.7854, 1.0736, -2.9463], [-0.8152, 0.6214, -4.2121], [-0.6029, -0.8099, -4.4536], [-0.4940, -1.6900, -3.4367], [-0.5116, -1.1938, -2.0852], [-0.4912, 0.2052, -1.9350], [-0.6466, -1.8900, -0.8867], [-0.9025, -3.3070, -0.7871], [-1.2311, -3.8515, 0.3986], [-1.3209, -3.0282, 1.5687], [-1.0407, -1.7054, 1.4838], [-1.1575, -0.8003, 2.6703], [-0.6715, -1.1105, 0.2981], [-3.1342, 3.9178, 1.0884], [-2.0479, 2.5327, 1.3213], [-1.4521, 4.1704, 1.5498], [-2.2056, 5.6759, -0.7503], [-1.7193, 5.6569, -3.1913], [-1.0455, 3.4999, -4.2684], [-0.9991, 1.2994, -5.0355], [-0.5883, -1.1756, -5.4734], [-0.4252, -2.7519, -3.6372], [-0.8658, -3.9134, -1.6837], [-1.4421, -4.9126, 0.4714], [-1.5955, -3.4531, 2.5252], [-2.1727, -0.4033, 2.7473], [-0.9271, -1.3397, 3.5888], [-0.4821, 0.0503, 2.5929], [4.0391, 4.0662, 3.2050], [1.7591, 4.3790, 2.3752], [1.0553, 2.0245, 1.2349], [1.8359, 2.4151, -0.9233], [0.2283, 4.0907, 4.2945], [2.3410, -4.9077, 4.2261], [2.3280, -3.6787, 2.9633], [2.4360, -2.3403, 3.3026], [2.4422, -1.3811, 2.2995], [2.3259, -1.7259, 0.9475], [2.3184, -0.6874, -0.1219], [2.2336, -3.0877, 0.6518], [2.2300, -4.0625, 1.6407], [2.5142, -2.0423, 4.3404], [2.5451, -0.3365, 2.5699], [2.4774, -1.1517, -1.1010], [3.1009, 0.0443, 0.0506], [2.1740, -3.3945, -0.3866], [2.1515, -5.1110, 1.3827]],
  "homo_energy_ev": -1.02,
  "homo_lumo_gap_ha": 0.1890,
  "relative_energy_kj_mol": 164.4,
  "lumo_energy_ev": 4.12,
  "total_charge": -2,
  "energy_ev": -333263.7335
}

3.
{
  "formula": "C3H5NO2S",
  "method": "ωB97M-V with the def2-TZVPD basis set",
  "symbols": ["C", "C", "C", "H", "H", "H", "H", "H", "N", "O", "O", "S"],
  "xyz": [[1.5966, -0.1951, -0.0792], [0.4891, -1.1369, 0.4112], [-2.3237, 0.6597, -0.2912], [2.5460, 1.7600, -0.3069], [0.8956, -1.6300, 1.2875], [0.2695, -1.8500, -0.4165], [-2.4860, 1.1623, 0.6639], [-2.9168, 0.8432, -1.2168], [-1.3371, -0.1218, -0.4672], [2.6268, -0.6584, -0.5215], [-0.6755, -0.3770, 0.7181], [1.3155, 1.5439, 0.2186]],
  "smiles": "C=NOCC(=O)S",
  "homo_energy_ev": -9.74,
  "homo_lumo_gap_ha": 0.3841,
  "relative_energy_kj_mol": 238.2,
  "lumo_energy_ev": 0.71,
  "energy_ev": -19610.0424
}